[1]
DFT (the ωB97M-V functional and the def2-TZVPD basis) results for an isolated molecule of C3H5O3 in a non-equilibrium geometry.

## Properties
ΔE to the lowest compared entry with this formula, charge and spin   102.8 kJ/mol
Spin multiplicity   2
Frontier orbital gap (alpha / beta)   12.0013 / 8.0838 eV
⟨S²⟩   0.7581
HOMO (alpha / beta)   -11.3 / -10.9 eV
LUMO energy (alpha / beta)   0.73 / -2.77 eV

The geometry in XYZ format:
```
11
Properties=species:S:1:pos:R:3:forces:R:3
H -0.880 -1.763 -0.155 0.223 0.134 0.417
H -0.365 -0.885 1.410 -0.258 -0.466 -0.311
O 2.859 0.184 -0.472 -0.084 0.028 0.965
H -1.147 1.150 0.714 1.411 1.085 -1.147
O 1.212 1.290 0.242 1.055 -0.189 0.871
H -2.137 0.514 -0.404 -0.279 -1.099 0.231
O 0.968 -0.920 -0.160 0.127 -1.004 0.616
C -1.055 0.560 -0.209 -1.772 -3.915 0.871
H -0.765 0.622 -1.267 1.017 1.469 0.838
C 1.699 0.155 -0.013 -0.253 0.823 -2.402
C -0.389 -0.907 0.315 -1.186 3.133 -0.950
```
Positions in Å, forces in eV/Å.

Löwdin population analysis, charges in e, atoms 1 to 5: H 0.12; H 0.12; O 0.20; H 0.08; O 0.17

[2]
DFT (the ωB97M-V functional and the def2-TZVPD basis) results for a 8-piece molecular cluster, C3H20NO9 overall in a non-equilibrium geometry.

## Properties
ΔE to the lowest compared entry with this formula, charge and spin   140.7 kJ/mol
Spin multiplicity   1
Frontier orbital gap   9.4534 eV
Net charge   -1
HOMO   -6.3 eV
LUMO energy   3.15 eV

The geometry in XYZ format:
```
33
Properties=species:S:1:pos:R:3:forces:R:3
H 2.337 2.473 1.339 -0.001 0.013 -0.094
H -0.260 -2.475 0.722 -0.095 -0.272 0.539
O -1.150 2.518 -1.981 0.938 -0.253 -0.833
H 2.902 -2.441 -0.312 0.122 -0.264 -0.129
O 2.369 0.410 -0.911 -0.397 0.482 0.561
H 2.408 0.080 2.735 0.140 0.158 -0.573
O -0.711 0.795 2.903 0.337 0.263 0.169
H 2.554 -1.088 -0.976 0.954 -0.782 -0.790
H -3.475 -0.641 -1.717 0.416 -0.907 0.449
H -2.229 1.597 -1.161 0.180 0.050 -0.115
H 1.176 0.373 -1.787 0.030 0.302 -0.754
H -2.402 -0.699 1.810 0.482 -0.107 0.254
H -1.505 2.341 -2.865 -0.515 0.550 0.122
C -1.801 -0.762 -0.239 1.307 0.151 -0.143
H -1.468 -1.659 -0.756 -0.488 -0.163 -0.511
H -0.015 0.118 2.873 -0.086 -0.146 -0.024
H 2.135 -0.422 1.294 0.112 0.350 0.258
H -0.932 -0.098 -0.472 -0.930 0.148 0.171
O -0.879 -2.467 2.736 0.691 -0.855 -0.319
H -0.307 1.505 2.394 -0.128 0.057 -0.019
H -3.955 -0.206 -0.096 0.086 -0.817 0.635
H 0.598 -0.448 -3.011 -0.163 0.308 0.108
O 0.468 0.402 -2.568 0.311 -0.451 0.461
O -3.104 1.182 -1.166 -0.435 -0.219 0.657
O 2.947 1.738 1.239 0.289 0.531 0.296
O 2.887 -2.052 -1.194 -0.694 0.580 0.707
C -3.112 -0.196 -0.778 -0.610 1.245 -1.067
H 3.063 0.913 -1.349 -0.026 -0.315 -0.260
H 2.690 1.278 0.388 -0.190 -0.064 0.020
N -1.766 -1.145 1.166 -0.014 -0.839 -1.225
O 1.929 -0.582 2.227 -0.473 -0.760 0.282
C -0.903 -2.137 1.566 -1.519 1.870 0.781
H -0.489 1.793 -2.051 0.370 0.153 0.383
```
Positions in Å, forces in eV/Å.

Löwdin population analysis, charges in e, atoms 1 to 5: H 0.02; H 0.14; O -0.07; H -0.01; O -0.33

- Among the records above, which one has the highest spin multiplicity?
  C3H5O3